Record 1
C26H68O26PbS8 | ωB97M-V/def2-TZVPD

Atoms and positions in Å:
Pb 8.592 -5.341 12.631
O 8.573 -0.797 11.923
C 7.697 -0.194 11.026
C 7.322 -0.883 9.632
O 7.080 -2.287 9.559
H 8.105 0.764 10.702
H 6.807 0.110 11.578
H 8.044 -0.708 8.834
H 6.397 -0.426 9.281
O 14.580 -5.201 7.812
S 14.648 -4.485 9.050
O 13.760 -4.791 10.189
O 16.288 -4.567 9.518
C 16.615 -4.133 10.834
C 17.998 -4.695 11.240
C 14.587 -2.647 8.693
H 15.840 -4.381 11.558
H 16.492 -3.055 10.934
H 18.352 -4.423 12.234
H 18.710 -4.329 10.499
H 17.896 -5.764 11.054
H 14.262 -2.220 9.642
H 13.921 -2.630 7.830
H 15.630 -2.382 8.521
O 9.588 7.842 17.437
S 8.944 6.603 17.995
O 9.731 5.563 18.669
O 7.724 7.083 18.952
C 8.104 7.972 19.927
C 6.912 7.923 20.910
C 7.962 5.799 16.634
H 8.229 8.989 19.555
H 9.049 7.609 20.332
H 6.994 7.143 21.666
H 5.939 7.789 20.437
H 6.873 8.818 21.532
H 7.213 5.142 17.075
H 8.722 5.308 16.026
H 7.545 6.611 16.039
O 14.071 -5.180 -0.260
S 13.089 -4.551 -1.180
O 12.694 -5.183 -2.411
O 11.728 -4.154 -0.298
C 11.727 -4.261 1.099
C 10.523 -3.551 1.651
C 13.748 -2.882 -1.445
H 12.571 -3.667 1.451
H 11.857 -5.305 1.385
H 9.721 -3.575 0.913
H 10.733 -2.516 1.919
H 10.167 -4.043 2.556
H 14.767 -2.911 -1.833
H 13.707 -2.330 -0.506
H 13.119 -2.441 -2.219
O 1.151 5.018 5.880
S 2.223 4.068 6.173
O 2.719 3.159 5.130
O 3.470 4.972 6.673
C 3.286 5.927 7.737
C 4.399 5.656 8.719
C 1.934 3.060 7.815
H 2.299 5.832 8.191
H 3.346 6.938 7.333
H 4.469 6.522 9.378
H 5.423 5.690 8.347
H 4.326 4.809 9.401
H 2.633 2.224 7.811
H 0.921 2.670 7.914
H 2.151 3.713 8.660
O 3.580 -3.262 14.907
S 2.449 -2.396 15.276
O 1.282 -2.953 15.995
O 3.108 -1.127 16.159
C 2.256 -0.340 16.924
C 1.901 -1.088 18.283
C 1.887 -1.437 13.774
H 1.332 -0.034 16.434
H 2.754 0.619 17.061
H 1.652 -0.336 19.033
H 2.759 -1.681 18.600
H 0.988 -1.674 18.181
H 2.085 -2.010 12.869
H 2.485 -0.526 13.812
H 0.820 -1.342 13.976
O 12.202 -3.454 18.703
S 11.302 -2.552 18.030
O 10.279 -3.163 17.241
O 10.582 -1.661 19.249
C 9.388 -0.847 18.860
C 8.857 -0.003 20.024
C 12.226 -1.265 17.138
H 8.641 -1.544 18.481
H 9.620 -0.231 17.991
H 8.435 -0.751 20.695
H 7.984 0.518 19.631
H 9.557 0.647 20.548
H 13.217 -1.105 17.563
H 11.629 -0.357 17.051
H 12.335 -1.620 16.113
O 15.489 3.859 3.642
S 14.215 3.427 2.955
O 13.942 1.961 2.815
O 13.003 4.098 3.801
C 11.724 3.514 3.482
C 10.706 3.893 4.543
C 14.068 4.265 1.312
H 11.617 2.435 3.370
H 11.246 3.917 2.589
H 9.676 3.749 4.216
H 10.707 4.942 4.840
H 10.830 3.294 5.445
H 14.811 3.868 0.621
H 14.070 5.347 1.440
H 13.071 4.095 0.906
O -1.605 -3.242 3.888
S -0.889 -4.392 4.413
O -0.645 -4.578 5.838
O -1.653 -5.783 3.845
C -1.951 -5.782 2.553
C -1.663 -7.165 2.022
C 0.818 -4.431 3.682
H -1.285 -5.137 1.979
H -2.948 -5.369 2.400
H -1.933 -7.239 0.969
H -2.229 -7.941 2.537
H -0.619 -7.472 2.077
H 0.647 -4.127 2.649
H 1.175 -5.449 3.842
H 1.528 -3.749 4.150

E: -173210.353 eV
E_LUMO: -2.97 eV
orbital gap: 3.4 eV
relative energy (zero: lowest compared OMol25 entry of this formula, charge and spin): 14.1659 eV
F_max: 6.22 eV/Å

***

Record 2
C27H35BN | ωB97M-V/def2-TZVPD

Atoms and positions in Å:
C -3.217 -4.134 8.160
C -1.819 -4.217 8.082
C -1.049 -3.062 7.926
C -1.659 -1.786 7.806
C -0.857 -0.565 7.697
C 0.469 -0.573 8.194
C 1.474 0.340 7.925
C 2.853 0.150 8.320
C 3.829 1.148 8.043
C 5.142 1.015 8.490
C 5.526 -0.110 9.240
C 4.596 -1.137 9.467
C 3.285 -1.021 9.004
C -1.414 0.622 7.055
C -1.063 1.927 7.469
C -1.438 3.047 6.729
C -2.277 2.914 5.614
C -2.700 1.636 5.231
C -2.287 0.509 5.943
C -3.074 -1.732 7.865
C -3.840 -2.881 8.057
H -3.818 -5.035 8.309
H -1.321 -5.186 8.153
H 0.039 -3.132 7.885
H 0.726 -1.429 8.815
H 1.259 1.228 7.323
H 3.514 2.021 7.473
H 5.874 1.789 8.255
H 6.549 -0.206 9.616
H 4.891 -2.037 10.007
H 2.579 -1.831 9.174
H -0.468 2.049 8.381
H -1.045 4.029 7.005
H -2.604 3.801 5.064
H -3.357 1.509 4.371
H -2.621 -0.480 5.629
H -3.571 -0.763 7.784
H -4.924 -2.792 8.124
C -1.707 8.006 11.264
C -2.522 7.510 10.077
N -2.194 6.093 9.575
C -2.518 5.103 10.691
C -2.045 3.675 10.445
C -3.142 5.841 8.413
C -3.027 6.897 7.323
B -0.629 5.950 9.094
H -0.347 4.754 8.815
H -1.953 9.069 11.416
H -1.969 7.480 12.188
H -0.631 7.942 11.081
H -3.594 7.510 10.320
H -2.372 8.194 9.233
H -2.067 5.491 11.615
H -3.609 5.128 10.820
H -2.089 3.114 11.386
H -2.675 3.144 9.722
H -1.007 3.620 10.105
H -2.931 4.837 8.023
H -4.154 5.838 8.834
H -3.412 6.493 6.379
H -3.637 7.777 7.569
H -2.001 7.229 7.141
H -0.436 6.628 8.091
H 0.074 6.355 10.010

E: -30725.902 eV
E_LUMO: -5.35 eV
charge: +1
orbital gap: 6.4 eV
relative energy (zero: lowest compared OMol25 entry of this formula, charge and spin): 0.0000 eV
F_max: 1.06 eV/Å

***

Record 3
C13H9BrN2OS | ωB97M-V/def2-TZVPD

Atoms and positions in Å:
O -1.306 0.977 -0.852
Br 1.074 5.958 3.428
N 0.705 -3.079 -0.242
S 1.670 -0.735 0.718
C -0.442 0.290 -0.361
C 0.007 -3.724 -1.160
C 0.569 -1.750 -0.163
C 2.095 3.487 2.300
C -0.280 3.591 2.494
C 2.016 2.340 1.475
C -0.407 2.514 1.617
C -1.367 -1.871 -1.680
C 0.957 4.111 2.784
C -0.453 -1.069 -0.820
C 0.780 1.862 1.204
C -0.961 -3.078 -2.037
N 0.632 0.616 0.495
C -1.538 -3.947 -3.122
H 0.113 -4.805 -1.224
H 3.061 3.949 2.576
H -1.152 4.097 2.749
H 2.914 2.014 0.936
H -1.446 2.312 1.269
H -2.233 -1.529 -2.295
H -2.589 -3.806 -3.026
H -1.063 -3.703 -4.051
H -1.357 -5.021 -3.013

SMILES: Cc1cnc2sn(-c3ccc(Br)cc3)c(=O)c2c1
E: -99530.964 eV
E_LUMO: -0.10 eV
orbital gap: 8.3 eV
relative energy (zero: lowest compared OMol25 entry of this formula, charge and spin): 1.4613 eV
F_max: 4.75 eV/Å

***

Record 4
C9H11ClN2O3W | ωB97M-V/def2-TZVPD

Atoms and positions in Å:
Cl -2.633 0.714 -1.217
C 0.598 -1.644 -1.768
C 1.724 -0.914 -1.250
C 1.643 0.423 -1.736
H 2.528 -1.324 -0.652
C 0.455 0.556 -2.537
C -0.178 -0.750 -2.580
H -1.040 -1.018 -3.186
H 0.423 -2.712 -1.670
H 2.320 1.240 -1.514
C -0.064 1.812 -3.125
W -0.185 -0.069 -0.537
C 0.078 -1.393 0.972
C -2.131 -0.439 0.309
O 0.162 -2.183 1.833
O -2.911 -0.845 1.112
H 0.290 2.682 -2.560
H -1.158 1.841 -3.113
H 0.264 1.905 -4.169
N 1.161 0.238 4.310
C -0.048 0.519 3.680
N -1.112 -0.199 4.185
O -0.125 1.256 2.699
H 1.098 -0.110 5.261
H 1.845 0.967 4.154
H -2.019 0.132 3.891
H -1.018 -0.514 5.148

multiplicity: 3
E: -32963.123 eV
E_LUMO (alpha / beta): -9.96 / -11.08 eV
charge: +2
orbital gap (alpha / beta): 6.4 / 5.3 eV
relative energy (zero: lowest compared OMol25 entry of this formula, charge and spin): 1.5724 eV
<S²>: 2.014
F_max: 7.79 eV/Å

***

Record 5
C9H9N3O2 | ωB97M-V/def2-TZVPD

Atoms and positions in Å:
C 0.675 -0.120 3.171
C -0.025 1.167 3.347
C -1.170 1.406 2.703
C -1.387 -0.780 1.731
C 0.580 -0.510 -1.294
C -0.562 -0.197 -2.288
C -0.154 0.053 -3.589
C 1.249 0.055 -3.850
C 2.138 -0.337 -2.921
H 0.236 -1.927 2.259
H 0.295 1.906 4.168
H -1.621 2.339 2.666
H -2.623 0.946 1.202
H 0.174 -0.671 -0.222
H -1.619 -0.093 -2.035
H -0.906 0.450 -4.263
H 1.709 0.232 -4.925
H 3.187 -0.424 -3.208
N -0.187 -1.040 2.495
N -1.850 0.503 1.914
N 1.867 -0.779 -1.604
O 1.788 -0.518 3.531
O -1.795 -1.662 1.013

SMILES: O=c1cc[nH]c(=O)[nH]1.c1ccncc1
E: -18043.114 eV
E_LUMO: 0.16 eV
orbital gap: 9.7 eV
relative energy (zero: lowest compared OMol25 entry of this formula, charge and spin): 2.6405 eV
F_max: 4.15 eV/Å

***

Record 6
C27H48AgF5NO19S3V | ωB97M-V/def2-TZVPD

Atoms and positions in Å:
V 0.408 3.776 -2.766
Ag -1.849 3.395 0.065
N -3.966 3.167 0.825
S -4.317 2.119 1.911
O -5.416 1.219 1.622
O -3.982 2.420 3.297
F -3.056 1.131 1.618
S -4.871 4.416 1.619
O -4.008 5.585 1.864
O -6.021 4.134 2.404
F -5.546 4.962 0.211
C -0.488 -0.589 -0.737
F -0.323 -1.408 0.349
F 0.102 -1.215 -1.795
F -1.802 -0.435 -0.878
S 0.382 1.044 -0.331
O 0.404 1.864 -1.551
O -0.402 1.698 0.758
O 1.764 0.776 0.131
C 1.789 4.736 -0.590
O 2.283 4.173 -1.544
O 2.456 5.447 0.176
O 0.574 4.837 -0.599
C -2.117 3.859 -3.528
O -1.185 4.079 -4.261
O -1.805 3.585 -2.419
O -3.241 3.582 -3.944
C -0.253 -1.278 4.128
C -1.247 -0.947 5.004
C -0.860 -0.743 6.342
C 0.485 -1.028 6.754
C 1.420 -1.345 5.796
C 1.040 -1.515 4.496
H -0.523 -1.320 3.083
H -2.237 -0.657 4.686
H -1.515 -0.272 7.061
H 0.820 -0.961 7.778
H 2.424 -1.551 6.137
H 1.774 -1.617 3.710
C 1.665 -5.893 1.449
C 1.597 -6.085 0.104
C 0.780 -5.297 -0.685
C 0.104 -4.210 -0.148
C 0.149 -4.032 1.265
C 0.936 -4.853 2.043
H 2.361 -6.451 2.058
H 2.020 -6.971 -0.345
H 0.577 -5.623 -1.695
H -0.578 -3.473 -0.545
H -0.644 -3.470 1.734
H 1.120 -4.621 3.082
C -2.979 -1.154 -4.462
C -2.276 0.144 -4.104
O -3.393 0.900 -3.443
H -3.166 -1.876 -3.667
H -2.427 -1.740 -5.197
H -3.985 -1.019 -4.858
H -1.894 0.648 -4.992
H -1.391 0.120 -3.469
H -3.276 1.830 -3.649
C 5.314 1.415 0.839
C 4.594 2.742 0.746
O 5.426 3.737 0.092
H 5.543 0.980 -0.134
H 4.767 0.643 1.380
H 6.263 1.467 1.371
H 4.524 3.016 1.799
H 3.589 2.756 0.326
H 6.206 3.889 0.631
C 5.170 -0.682 -2.534
C 3.942 0.024 -3.104
O 3.843 1.189 -2.333
H 4.985 -1.207 -1.597
H 5.923 0.097 -2.410
H 5.569 -1.383 -3.267
H 3.016 -0.494 -2.854
H 4.003 0.120 -4.188
H 3.536 1.052 -1.433
C 0.876 2.134 4.639
C 1.262 2.848 3.296
O 0.218 3.431 2.652
H 0.718 2.867 5.430
H 1.733 1.474 4.777
H 0.053 1.444 4.456
H 1.760 2.134 2.640
H 2.003 3.620 3.500
H -0.058 2.797 1.985
C 0.679 -3.546 -4.388
C 2.020 -2.834 -4.362
O 2.742 -3.265 -3.226
H -0.062 -3.155 -3.692
H 0.742 -4.598 -4.110
H 0.296 -3.565 -5.409
H 2.070 -1.746 -4.372
H 2.524 -3.118 -5.286
H 2.417 -2.866 -2.416
C -6.480 -1.118 -0.303
C -5.034 -0.979 -0.675
O -4.888 -1.568 -1.947
H -6.748 -0.703 0.669
H -6.708 -2.181 -0.219
H -7.136 -0.623 -1.018
H -4.358 -1.277 0.127
H -4.870 0.080 -0.872
H -4.375 -1.045 -2.567

multiplicity: 4
E: -144945.550 eV
E_LUMO (alpha / beta): 5.10 / 5.10 eV
charge: -3
orbital gap (alpha / beta): 3.8 / 4.1 eV
<S²>: 3.763
F_max: 11.21 eV/Å